# C75H170N10O15

A 10-piece molecular cluster, C75H170N10O15 overall (ωB97M-V/def2-TZVPD, OMol25).

Geometry as XYZ:
```
270
Properties=species:S:1:pos:R:3:lowdin_charge:R:1
C 10.787 -14.284 1.518 -0.0129
C 9.770 -15.336 2.177 -0.3940
C 8.643 -15.788 1.128 -0.0408
C 10.562 -16.745 2.482 -0.1363
C 11.096 -16.812 3.873 -0.2069
C 9.961 -16.531 4.886 -0.1487
C 9.219 -15.115 4.733 -0.4591
C 7.948 -15.215 5.529 -0.0294
C 10.343 -14.272 5.379 -0.0507
N 8.928 -14.853 3.273 -0.1898
O 8.355 -13.692 3.069 0.0060
H 10.956 -14.702 0.525 0.0754
H 10.273 -13.329 1.410 0.0623
H 11.592 -14.033 2.208 0.0712
H 8.095 -14.895 0.827 0.0609
H 8.974 -16.268 0.207 0.0778
H 7.984 -16.396 1.748 0.0824
H 10.011 -17.660 2.264 0.1059
H 11.368 -16.972 1.784 0.1094
H 11.500 -17.808 4.056 0.1126
H 11.850 -16.050 4.068 0.0973
H 10.301 -16.740 5.900 0.1129
H 9.234 -17.320 4.692 0.1045
H 7.347 -14.307 5.477 0.0892
H 8.254 -15.647 6.483 0.0891
H 7.510 -16.090 5.049 0.0809
H 9.858 -13.318 5.586 0.0759
H 11.333 -14.191 4.930 0.0763
H 10.512 -14.440 6.442 0.0796
H 7.684 -13.860 2.403 0.0989
C -3.915 -22.639 9.221 -0.0248
C -2.876 -23.213 10.235 -0.4699
C -2.263 -24.535 9.583 -0.0369
C -1.636 -22.242 10.184 -0.1467
C -1.771 -21.055 11.145 -0.1803
C -2.081 -21.553 12.588 -0.1385
C -3.384 -22.373 12.609 -0.4363
C -3.509 -22.988 14.061 -0.0392
C -4.666 -21.488 12.438 -0.0324
N -3.259 -23.435 11.568 -0.1474
O -4.274 -24.315 11.706 0.0033
H -3.432 -22.291 8.307 0.0769
H -4.494 -23.469 8.818 0.0698
H -4.615 -21.875 9.560 0.0707
H -2.978 -25.304 9.291 0.0672
H -1.632 -24.339 8.716 0.0802
H -1.652 -25.121 10.270 0.0774
H -0.677 -22.718 10.390 0.1145
H -1.502 -21.653 9.277 0.1103
H -0.873 -20.436 11.127 0.1088
H -2.660 -20.522 10.809 0.0939
H -2.041 -20.760 13.335 0.1148
H -1.185 -22.118 12.843 0.1113
H -2.632 -23.528 14.417 0.0768
H -4.427 -23.569 14.150 0.0743
H -3.581 -22.270 14.878 0.0737
H -4.644 -20.713 11.672 0.0651
H -5.088 -21.076 13.355 0.0739
H -5.517 -22.128 12.204 0.0767
H -3.851 -25.171 11.808 0.1133
C 10.366 -20.246 21.440 -0.0536
C 9.192 -20.491 20.480 -0.4650
C 9.293 -19.210 19.504 -0.0189
C 9.292 -21.801 19.738 -0.1337
C 8.905 -23.120 20.517 -0.1030
C 7.449 -22.784 21.094 -0.1271
C 7.323 -21.489 21.984 -0.4815
C 5.790 -21.321 22.064 -0.0410
C 8.024 -21.639 23.370 -0.0266
N 7.919 -20.350 21.237 -0.1473
O 7.767 -19.167 21.910 -0.0247
H 11.294 -20.315 20.872 0.0795
H 10.341 -19.211 21.781 0.0773
H 10.480 -20.782 22.382 0.0706
H 8.999 -18.291 20.010 0.0712
H 10.322 -18.970 19.235 0.0694
H 8.945 -19.346 18.480 0.0713
H 8.929 -21.672 18.719 0.1136
H 10.376 -21.863 19.638 0.1051
H 8.865 -23.979 19.848 0.0998
H 9.572 -23.257 21.369 0.0963
H 6.995 -23.594 21.665 0.1073
H 6.690 -22.590 20.336 0.0977
H 5.424 -21.272 21.038 0.0763
H 5.639 -20.359 22.553 0.0784
H 5.277 -22.184 22.486 0.0866
H 8.028 -20.680 23.888 0.0781
H 9.016 -22.091 23.380 0.0626
H 7.446 -22.304 24.012 0.0745
H 7.207 -18.632 21.343 0.1065
C 2.447 -20.405 -2.871 -0.0192
C 2.021 -19.684 -1.501 -0.4445
C 3.220 -19.018 -0.747 -0.0359
C 0.995 -18.574 -1.796 -0.1714
C 0.190 -17.980 -0.627 -0.1483
C -0.531 -19.165 0.181 -0.0783
C 0.588 -20.237 0.587 -0.4940
C 1.532 -19.772 1.725 -0.0294
C -0.215 -21.364 0.990 -0.0915
N 1.394 -20.710 -0.602 -0.1833
O 1.994 -21.887 -0.529 -0.0047
H 3.325 -21.050 -2.850 0.0735
H 1.775 -21.199 -3.196 0.0693
H 2.459 -19.667 -3.673 0.0777
H 3.757 -18.487 -1.533 0.0737
H 3.045 -18.243 -0.001 0.0674
H 3.804 -19.893 -0.463 0.0832
H 1.575 -17.769 -2.247 0.1119
H 0.418 -18.992 -2.621 0.1099
H 1.000 -17.472 -0.104 0.0904
H -0.597 -17.321 -0.994 0.1028
H -1.225 -19.653 -0.502 0.1111
H -0.986 -18.673 1.041 0.1130
H 1.066 -19.922 2.699 0.0716
H 1.714 -18.702 1.830 0.0708
H 2.405 -20.415 1.840 0.0897
H -0.817 -20.950 1.799 0.0927
H 0.230 -22.268 1.406 0.0917
H -0.793 -21.688 0.124 0.0952
H 1.732 -22.407 -1.293 0.1048
C -2.677 -18.299 21.329 -0.0537
C -1.831 -18.082 20.093 -0.4756
C -1.994 -19.324 19.136 -0.0252
C -2.417 -16.767 19.382 -0.1212
C -1.622 -16.173 18.187 -0.1731
C -0.243 -15.770 18.792 -0.1422
C 0.486 -16.959 19.503 -0.4088
C 1.054 -17.925 18.399 -0.0367
C 1.588 -16.274 20.466 -0.0262
N -0.413 -17.788 20.413 -0.1088
O 0.292 -18.895 20.997 -0.0299
H -2.845 -17.493 22.044 0.0866
H -3.639 -18.687 20.994 0.0782
H -2.249 -19.165 21.833 0.0795
H -1.102 -19.944 19.054 0.0699
H -2.951 -19.798 19.354 0.0717
H -2.131 -19.082 18.082 0.0629
H -3.405 -16.985 18.976 0.1148
H -2.435 -15.994 20.150 0.1089
H -1.564 -16.880 17.359 0.0934
H -2.119 -15.305 17.754 0.1035
H -0.502 -15.011 19.530 0.1081
H 0.449 -15.309 18.087 0.1142
H 1.600 -17.409 17.609 0.0698
H 0.280 -18.301 17.731 0.0635
H 1.792 -18.689 18.642 0.0754
H 1.051 -15.935 21.352 0.0689
H 2.115 -15.396 20.092 0.0730
H 2.229 -17.022 20.932 0.0635
H 0.299 -18.784 21.950 0.0949
C -2.322 -26.181 22.496 -0.1362
O -1.001 -26.590 22.387 -0.1973
C -0.165 -25.958 21.382 -0.1808
C 0.000 -24.383 21.458 -0.2079
N 0.990 -23.939 20.502 -0.0739
C 0.628 -24.285 19.102 -0.1858
C 1.608 -23.739 17.960 -0.1703
O 1.291 -24.442 16.744 -0.1957
C 2.162 -24.244 15.706 -0.1503
H -2.786 -26.298 23.475 0.0866
H -2.837 -26.740 21.714 0.0909
H -2.455 -25.104 22.387 0.0727
H -0.612 -26.268 20.437 0.0984
H 0.816 -26.427 21.311 0.1255
H 0.426 -24.369 22.461 0.1205
H -0.932 -23.838 21.304 0.1082
H 0.989 -22.931 20.567 0.1005
H -0.351 -23.983 18.728 0.1123
H 0.601 -25.375 19.074 0.0972
H 2.579 -24.044 18.350 0.1151
H 1.484 -22.661 17.851 0.1167
H 3.170 -24.146 16.109 0.0787
H 1.999 -23.252 15.284 0.0822
H 2.163 -25.019 14.940 0.0931
C -1.615 -14.786 10.959 -0.1415
O -0.366 -14.833 11.556 -0.1883
C -0.242 -13.964 12.700 -0.2130
C 0.812 -12.859 12.487 -0.2037
N 1.094 -12.198 13.802 -0.0475
C 2.194 -11.197 13.682 -0.1830
C 2.179 -10.295 14.917 -0.2797
O 0.986 -9.642 14.864 -0.2065
C 0.677 -8.710 15.882 -0.0854
H -2.344 -15.414 11.470 0.0870
H -1.543 -15.079 9.912 0.0857
H -1.926 -13.742 10.923 0.0841
H 0.269 -14.650 13.376 0.1173
H -1.120 -13.510 13.160 0.1219
H 0.444 -12.256 11.657 0.1120
H 1.761 -13.304 12.184 0.1147
H 0.217 -11.910 14.211 0.0977
H 2.064 -10.492 12.862 0.1148
H 3.183 -11.650 13.625 0.1170
H 2.992 -9.580 15.049 0.1224
H 2.209 -10.862 15.847 0.1176
H 1.147 -9.048 16.806 0.0886
H -0.376 -8.491 16.065 0.0830
H 0.984 -7.725 15.530 0.0850
C 5.741 -20.430 13.104 -0.1523
O 5.052 -20.260 11.928 -0.2147
C 4.114 -19.061 12.041 -0.1213
C 3.829 -18.552 10.587 -0.1858
N 5.079 -18.649 9.807 -0.0411
C 4.916 -18.882 8.428 -0.2545
C 3.907 -19.966 7.989 -0.1993
O 4.040 -21.225 8.688 -0.1922
C 5.273 -21.947 8.596 -0.0943
H 5.075 -20.412 13.967 0.0853
H 6.534 -19.686 13.170 0.0899
H 6.162 -21.436 13.120 0.0890
H 4.509 -18.223 12.614 0.1094
H 3.206 -19.286 12.602 0.1140
H 3.458 -17.529 10.531 0.1174
H 3.035 -19.255 10.335 0.1007
H 5.353 -19.500 10.276 0.0687
H 5.875 -19.144 7.983 0.1017
H 4.722 -18.035 7.770 0.1137
H 4.099 -20.024 6.918 0.1106
H 2.887 -19.595 8.093 0.1107
H 6.153 -21.306 8.570 0.0794
H 5.222 -22.668 7.779 0.0814
H 5.409 -22.567 9.482 0.0828
C 16.442 -17.291 16.000 -0.0821
O 15.428 -16.713 15.168 -0.1772
C 14.165 -16.697 15.685 -0.3066
C 13.275 -15.924 14.860 -0.2205
N 12.733 -16.653 13.678 -0.0896
C 11.323 -17.233 13.824 -0.1484
C 10.914 -18.247 12.707 -0.1669
O 11.202 -19.635 13.161 -0.2039
C 10.784 -20.521 12.137 -0.1331
H 16.321 -18.314 16.357 0.0881
H 16.600 -16.562 16.795 0.0853
H 17.339 -17.217 15.385 0.0855
H 14.048 -16.287 16.688 0.1271
H 13.882 -17.749 15.659 0.1347
H 13.632 -15.002 14.400 0.1223
H 12.380 -15.589 15.385 0.1164
H 13.439 -17.101 13.111 0.0998
H 10.579 -16.438 13.789 0.0984
H 11.458 -17.512 14.869 0.1021
H 11.529 -18.094 11.821 0.1088
H 9.901 -18.083 12.338 0.1094
H 11.132 -20.295 11.128 0.0804
H 9.696 -20.472 12.117 0.0791
H 11.262 -21.440 12.474 0.0914
C 8.839 -26.331 7.998 -0.1486
O 8.840 -27.315 8.950 -0.1925
C 8.309 -28.584 8.582 -0.2083
C 6.769 -28.600 8.411 -0.1690
N 5.993 -27.800 9.487 -0.0574
C 4.937 -28.601 10.171 -0.1869
C 3.826 -29.133 9.225 -0.2274
O 2.819 -29.856 9.883 -0.1886
C 2.427 -31.088 9.253 -0.0944
H 7.822 -26.047 7.728 0.0887
H 9.550 -26.549 7.200 0.0912
H 9.234 -25.352 8.268 0.0854
H 8.635 -29.372 9.262 0.1190
H 8.748 -28.736 7.596 0.1125
H 6.411 -29.618 8.252 0.1089
H 6.786 -27.996 7.504 0.0878
H 6.707 -27.515 10.142 0.0840
H 4.691 -27.866 10.937 0.1130
H 5.479 -29.342 10.759 0.1069
H 4.127 -29.508 8.247 0.1092
H 3.251 -28.281 8.862 0.1213
H 1.422 -31.325 9.602 0.0875
H 3.122 -31.926 9.212 0.0847
H 2.273 -30.854 8.199 0.0736
```

Computed properties:
Strongest force on any atom ... 6.37 eV Å⁻¹
Multiplicity ... 1
ΔE to the lowest compared entry with this formula, charge and spin ... 326.8 kcal/mol
Structure (SMILES) ... CC1(C)CCCC(C)(C)N1O.CC1(C)CCCC(C)(C)N1O.CC1(C)CCCC(C)(C)N1O.CC1(C)CCCC(C)(C)N1O.CC1(C)CCCC(C)(C)N1O.COCCNCCOC.COCCNCCOC.COCCNCCOC.COCCNCCOC.COCCNCCOC
Orbital gap ... 7.716 eV
E_tot ... -126119.1369 eV